1.
Molecular formula: C28H28ClN4O3Ru
Method: DFT, ωB97M-V/def2-TZVPD

Geometry as XYZ:
```
65
Properties=species:S:1:pos:R:3:forces:R:3
Ru 0.7050 0.6008 0.1547 0.0 1.4 1.1
C 0.3317 3.1113 1.7605 -0.1 0.3 -0.1
C 1.6114 2.7296 2.4786 0.0 0.0 0.0
C 1.5752 1.3234 2.9894 0.1 -0.2 -0.1
C 1.8728 1.0201 4.3112 0.0 0.1 0.0
C 1.8859 -0.2951 4.7317 0.0 0.0 0.1
C 1.6009 -1.2896 3.8089 0.0 0.0 0.0
C 1.3013 -0.9203 2.5161 0.0 0.1 0.0
N 1.2701 0.3608 2.1018 0.5 -0.2 0.4
N 0.3046 2.6263 0.3567 -0.4 0.0 0.3
C -1.0778 2.7411 -0.1664 -0.1 0.1 -0.1
C -1.9551 1.6773 0.4455 0.1 0.1 0.1
C -3.3246 1.8226 0.5869 0.1 0.0 0.0
C -4.0583 0.7681 1.1044 0.0 -0.1 0.0
C -3.3993 -0.3948 1.4786 0.0 0.0 0.0
C -2.0296 -0.4630 1.3073 0.0 0.2 0.1
N -1.3170 0.5508 0.8000 -0.2 -0.8 -0.7
C 1.2732 3.3839 -0.4872 0.0 0.0 -0.1
C 2.5131 2.5917 -0.8366 0.0 0.0 0.3
C 3.5220 3.1300 -1.6143 0.0 0.1 0.1
C 4.6541 2.3711 -1.8593 0.1 0.0 0.0
C 4.7484 1.0982 -1.3150 0.0 0.1 0.0
C 3.6881 0.6170 -0.5749 0.0 0.2 0.2
N 2.5885 1.3492 -0.3364 0.0 -0.5 -1.1
H 0.2114 4.1999 1.7700 0.0 0.0 -0.1
H -0.5342 2.6861 2.2676 0.0 0.0 0.1
H 1.7840 3.4222 3.3011 0.0 -0.1 0.1
H 2.4684 2.8311 1.8092 0.0 0.1 0.0
H 2.1010 1.8232 4.9986 0.0 0.0 0.0
H 2.1252 -0.5420 5.7573 0.0 0.0 0.0
H 1.6168 -2.3350 4.0815 0.0 0.0 0.0
H 1.0876 -1.6604 1.7548 0.0 0.0 0.0
H -1.0415 2.5700 -1.2437 0.0 0.0 0.0
H -1.4873 3.7424 0.0042 0.0 0.0 0.0
H -3.8032 2.7490 0.2983 0.0 0.0 0.0
H -5.1298 0.8576 1.2261 0.0 0.0 0.0
H -3.9338 -1.2319 1.9061 0.0 0.0 0.0
H -1.4684 -1.3434 1.5927 0.0 0.0 -0.1
H 1.5619 4.2970 0.0393 0.0 0.0 -0.1
H 0.7842 3.7003 -1.4088 -0.1 0.0 0.0
H 3.4225 4.1297 -2.0167 0.0 0.0 0.0
H 5.4552 2.7700 -2.4672 0.0 0.0 0.0
H 5.6221 0.4824 -1.4725 0.0 0.0 0.0
H 3.6921 -0.3779 -0.1527 0.0 0.0 -0.1
C -1.0153 -5.5122 -2.0630 0.0 0.0 0.0
C -1.9643 -4.3628 -2.0371 0.0 0.1 0.0
C -3.2704 -4.4888 -1.6566 0.0 0.1 0.0
C -4.1233 -3.3716 -1.6741 0.0 0.0 0.0
Cl -5.7264 -3.5484 -1.1893 -0.1 0.0 0.0
C -3.6739 -2.0899 -2.0956 0.0 -0.1 0.0
C -2.3786 -1.9216 -2.4632 0.1 -0.1 0.0
C -1.5034 -3.0461 -2.4232 -0.1 0.0 0.0
O -0.2408 -2.9978 -2.7351 0.2 0.2 0.0
C 0.4201 -1.7491 -3.0839 0.0 0.0 -0.1
C 0.5438 -0.8472 -1.8718 0.0 0.3 0.7
O 1.3133 -1.1764 -0.9254 -0.8 -0.7 -0.4
O -0.1509 0.2151 -1.7944 0.8 -0.3 -0.6
H -1.5171 -6.4298 -1.7690 0.0 0.0 0.0
H -0.1721 -5.3336 -1.3935 0.0 0.0 0.0
H -0.5986 -5.6410 -3.0634 0.0 0.0 0.0
H -3.6595 -5.4488 -1.3455 0.0 0.0 0.0
H -4.3725 -1.2653 -2.1257 0.0 0.0 0.0
H -2.0210 -0.9493 -2.7676 0.1 0.0 0.0
H -0.1133 -1.2575 -3.8939 -0.1 0.0 0.0
H 1.4055 -2.0588 -3.4161 0.0 0.0 0.0
```
Positions in Å, forces in eV/Å.

The total charge is +2. The value obtained for the HOMO-LUMO gap (spin up / spin down) is 7.64 / 4.05 eV. For the highest occupied orbital energy (spin up / spin down), the calculation gives -12.78 / -12.78 eV. The LUMO energy (spin up / spin down) is -5.14 / -8.73 eV. Its multiplicity is 2.

2.
Molecular formula: C22H28FN3O3
Method: DFT, ωB97M-V/def2-TZVPD

Geometry as XYZ:
```
57
Properties=species:S:1:pos:R:3:forces:R:3
C -7.8822 -3.4111 0.2817 -0.2 0.0 0.1
O -6.6046 -3.1347 -0.2385 0.3 0.2 -0.1
C -6.0640 -1.9052 -0.0034 0.1 0.2 0.0
C -4.7986 -1.6932 -0.5469 0.0 0.0 0.0
C -4.1570 -0.4766 -0.3678 -0.4 -0.1 0.2
N -2.8882 -0.3266 -0.9320 0.0 -0.4 -0.1
C -2.0727 0.7829 -0.9412 0.1 -0.3 -0.3
O -2.3252 1.8394 -0.4038 -0.1 0.3 0.3
N -0.9306 0.5850 -1.6706 0.2 -0.2 -0.2
C 0.1268 1.5686 -1.6669 0.1 0.1 0.4
C 1.1856 1.3204 -0.5838 0.0 0.1 -0.4
C 1.9518 0.0181 -0.8147 -0.1 0.1 0.4
C 3.0440 -0.1477 0.2367 -0.1 -0.2 -0.3
N 3.9663 0.9712 0.1808 0.0 0.0 0.1
C 5.1205 0.7532 1.0336 0.0 0.1 0.1
C 6.0103 -0.3237 0.4747 0.1 -0.1 0.3
C 6.2038 -0.4493 -0.8958 0.1 -0.1 0.1
C 7.0284 -1.4314 -1.4131 0.0 0.0 -0.1
C 7.6846 -2.3095 -0.5659 0.0 0.0 0.0
C 7.5127 -2.2043 0.8025 0.0 0.0 0.2
C 6.6808 -1.2175 1.2982 0.0 0.0 -0.2
F 6.5206 -1.1296 2.6404 0.0 0.0 -0.1
C 3.2742 2.2077 0.4900 0.0 0.2 -0.2
C 2.1907 2.4700 -0.5513 -0.1 -0.1 0.3
C -4.7697 0.5418 0.3567 -0.1 0.5 0.2
C -6.0292 0.3257 0.8934 0.1 -0.3 -0.1
O -6.7217 1.2490 1.6150 0.0 -0.4 -0.1
C -6.1291 2.5087 1.8307 0.1 0.2 0.0
C -6.6809 -0.8965 0.7170 -0.3 -0.1 0.1
H -8.1105 -4.4312 -0.0235 0.0 0.1 0.0
H -8.6375 -2.7327 -0.1273 0.0 0.0 0.0
H -7.8928 -3.3487 1.3745 0.0 0.0 0.0
H -4.3385 -2.4934 -1.1056 0.1 -0.1 -0.1
H -2.5721 -1.1350 -1.4481 0.0 0.2 0.1
H -0.6814 -0.3462 -1.9611 -0.1 0.0 0.0
H -0.3530 2.5333 -1.4872 0.1 0.0 -0.1
H 0.5960 1.5798 -2.6550 0.0 0.1 0.0
H 0.6724 1.2671 0.3828 0.0 0.0 0.0
H 2.4154 0.0413 -1.8031 0.0 0.0 -0.1
H 1.2817 -0.8426 -0.7640 0.0 -0.1 0.0
H 3.6054 -1.0658 0.0444 -0.1 0.0 0.1
H 2.5808 -0.2333 1.2379 0.1 0.0 0.0
H 4.8305 0.4994 2.0681 0.0 0.1 -0.1
H 5.6930 1.6869 1.0709 -0.1 0.0 0.1
H 5.6833 0.2370 -1.5450 -0.1 0.1 -0.1
H 7.1628 -1.5123 -2.4812 0.0 0.0 -0.1
H 8.3298 -3.0759 -0.9673 0.1 -0.1 0.0
H 8.0092 -2.8724 1.4885 0.0 -0.1 0.1
H 4.0017 3.0236 0.4735 0.0 0.0 0.1
H 2.8179 2.1761 1.4966 0.0 0.0 0.0
H 2.6612 2.5634 -1.5318 0.0 0.1 -0.1
H 1.6838 3.4079 -0.3206 0.0 0.1 0.0
H -4.2487 1.4737 0.4775 0.0 0.1 0.0
H -6.8509 3.0761 2.4165 0.1 0.0 0.0
H -5.9361 3.0280 0.8874 0.0 0.0 0.0
H -5.1935 2.4210 2.3909 0.0 0.0 0.0
H -7.6574 -1.0097 1.1558 -0.1 -0.1 0.0
```
Positions in Å, forces in eV/Å.

The total charge is 0. The value obtained for the HOMO-LUMO gap is 8.67 eV. Its SMILES is COc1cc(NC(=O)NCC2CCN(Cc3ccccc3F)CC2)cc(OC)c1. For the energy relative to the best compared isomer or geometry (same formula, charge and spin), the calculation gives 16.17 kJ/mol. For the highest occupied orbital energy, the calculation gives -8.07 eV. The LUMO energy is 0.60 eV. Its multiplicity is 1.

3.
Molecular formula: C15H13F3N3O9S
Method: DFT, ωB97M-V/def2-TZVPD

Geometry as XYZ:
```
44
Properties=species:S:1:pos:R:3:forces:R:3
C -4.3265 -1.7313 -1.9683 -0.1 -0.2 -0.1
C -3.3401 -0.5996 -1.8860 0.5 -0.1 0.3
O -2.0230 -1.1789 -1.6954 -1.3 0.4 -0.3
C -1.0660 -0.2472 -1.4574 2.0 0.2 0.1
C 0.2519 -0.8762 -1.4043 -0.3 1.7 0.1
C 1.4836 -0.1164 -1.5600 -1.0 -1.2 0.2
O 1.6705 1.0793 -1.4073 0.3 0.8 0.3
C 2.5944 -1.1026 -1.9588 0.0 0.1 -0.2
C 1.9703 -2.4896 -1.8123 0.1 -0.1 0.4
C 0.4419 -2.2789 -1.8352 0.1 -0.7 -0.5
O -1.3291 0.9465 -1.3328 -0.3 -0.5 0.1
H -5.3376 -1.3199 -2.0173 0.0 -0.1 0.0
H -4.1509 -2.3370 -2.8624 0.0 0.0 0.1
H -4.2524 -2.3640 -1.0789 0.0 0.0 -0.1
H -3.3366 0.0149 -2.7973 0.0 -0.1 0.3
H -3.5727 0.0437 -1.0303 0.1 0.0 -0.2
H 2.8940 -0.8948 -2.9980 -0.1 0.1 0.2
H 3.4767 -0.9598 -1.3250 -0.1 0.0 -0.1
H 2.3189 -3.1862 -2.5825 -0.1 0.0 0.2
H 2.2516 -2.8839 -0.8289 0.0 -0.1 -0.2
H -0.1008 -3.0052 -1.2136 0.2 0.0 -0.2
H 0.0769 -2.3913 -2.8741 -0.1 -0.2 0.2
O 3.8645 1.1381 1.1122 -0.2 -0.4 0.8
S 2.9144 0.2351 1.7058 -0.8 -0.1 -1.7
O 2.8546 -1.1612 1.3367 0.3 0.7 0.7
C 3.2650 0.2542 3.5611 -0.1 0.1 0.0
F 4.5027 -0.2363 3.7540 -0.8 0.3 0.0
F 3.2093 1.5145 4.0422 0.0 -0.9 -0.2
F 2.3747 -0.5140 4.2235 0.6 0.6 -0.4
C 1.2683 0.9020 1.4931 -0.3 -1.0 0.8
C 0.1776 0.0223 1.5302 1.2 -0.5 0.2
C -1.0814 0.6069 1.5646 -1.8 -0.5 -0.2
N -2.3233 -0.0154 1.5473 1.5 1.5 -0.8
O -2.6775 -1.1794 1.5429 -0.1 0.6 0.2
O -3.2539 1.0338 1.3559 0.3 -0.9 0.6
N -2.6370 2.2572 1.3223 1.9 -0.6 0.3
C -1.3131 1.9899 1.4493 -1.9 1.2 -0.9
C -0.1767 2.8663 1.3090 0.9 -0.9 0.2
N -0.2899 4.2814 1.0342 0.4 1.9 -0.5
O -1.4020 4.8314 0.9339 1.6 -1.4 0.4
O 0.7886 4.9043 0.8889 -1.7 -0.9 0.3
C 1.0993 2.2848 1.3442 -1.2 1.1 -0.1
H 0.2662 -1.0537 1.6417 0.2 0.2 -0.1
H 1.9746 2.9160 1.2331 -0.2 0.0 0.0
```
Positions in Å, forces in eV/Å.

The total charge is -1. The value obtained for the HOMO-LUMO gap is 5.01 eV. For the highest occupied orbital energy, the calculation gives -4.13 eV. The LUMO energy is 0.88 eV. Its multiplicity is 1.